Density functional theory data (ωB97M-V/def2-TZVPD) for C43H82Cl32F9IInNPS as an isolated structure.

Structure (XYZ):
```
171
Properties=species:S:1:pos:R:3:mulliken_charge:R:1
C -3.1443 5.1276 -0.8578 -0.224
C -4.0297 4.3238 -2.0070 -0.302
I -4.8681 2.4088 -1.2735 0.004
C -3.2555 4.2010 -3.4469 -0.950
In -1.4418 2.8458 -3.4572 0.615
C 0.2802 3.8734 -4.5147 -0.776
C 0.5498 5.3983 -3.9681 0.014
N 1.3775 5.4846 -2.7037 -0.293
C -0.8225 2.0518 -1.4294 -0.412
C 0.5480 2.7119 -0.8098 -0.518
C 1.0044 1.7875 0.4641 0.900
F 1.1764 2.7316 1.6300 -0.355
F 0.0109 0.7803 0.9014 -0.048
C 2.4405 1.0173 0.2900 0.227
F 2.6641 0.2646 1.5810 -0.293
F 3.5003 2.0878 0.2423 -0.311
C 2.5595 0.0513 -1.0290 0.760
F 1.3678 -0.8635 -1.1875 -0.269
F 2.6201 0.8154 -2.3307 -0.277
C 3.8796 -0.9369 -1.0403 0.522
F 4.9443 -0.5537 -0.0842 -0.199
F 4.5073 -0.8577 -2.4095 -0.263
F 3.4479 -2.3780 -0.9067 -0.231
P -2.1009 0.8058 -4.8948 0.095
S -1.6527 1.0570 -6.7774 -0.512
H -2.3525 5.7767 -1.4555 0.140
H -2.6594 4.3341 -0.1475 -0.159
H -3.9236 5.8144 -0.2793 0.282
H -4.9819 5.0172 -2.2019 0.372
H -2.9415 5.3018 -3.7668 0.240
H -3.9979 3.8179 -4.2888 0.273
H -0.0302 3.9547 -5.6637 0.270
H 1.2338 3.1648 -4.4475 0.089
H 1.1065 5.9751 -4.8299 0.052
H -0.4729 5.9847 -3.7938 0.078
H 1.6096 6.4822 -2.4624 0.071
H 2.3119 4.9946 -2.8349 0.231
H -0.7279 0.8677 -1.5482 0.103
H -1.6889 2.2562 -0.6355 -0.091
H 0.2281 3.7742 -0.3686 0.232
H 1.3890 2.9345 -1.5925 0.039
H -3.5228 0.5801 -4.6568 0.072
H -1.4145 -0.3308 -4.2801 -0.039
Cl -1.9730 3.5075 2.7654 -0.083
C -0.8567 2.8965 4.0127 -0.194
C -1.5933 2.2671 5.1839 -0.283
Cl -2.4824 3.4740 6.1468 -0.188
H -0.2213 3.7270 4.3353 0.384
H -0.2205 2.1495 3.5288 -0.117
H -0.8779 1.7886 5.8594 0.338
H -2.3068 1.5072 4.8505 0.080
Cl -6.0504 -2.0102 -4.3695 -0.223
C -5.0877 -2.7052 -3.0409 -0.168
C -4.6979 -1.6613 -2.0072 -0.349
Cl -3.5184 -0.4889 -2.6464 -0.005
H -4.2084 -3.1894 -3.4765 -0.083
H -5.7054 -3.4783 -2.5740 0.391
H -4.2265 -2.1470 -1.1475 -0.066
H -5.5687 -1.1043 -1.6479 0.302
Cl 6.0265 -5.4143 -3.7914 -0.210
C 4.5394 -4.7854 -3.0378 -0.237
C 3.6775 -5.8940 -2.4559 -0.532
Cl 2.9576 -6.9213 -3.7212 -0.123
H 3.9966 -4.2058 -3.7908 0.381
H 4.8525 -4.1019 -2.2430 0.052
H 2.8472 -5.4614 -1.8898 0.272
H 4.2499 -6.5383 -1.7814 0.376
Cl -6.0212 -1.2006 0.3563 -0.251
C -5.0585 -1.8957 1.6849 0.295
C -4.6686 -0.8518 2.7187 -1.196
Cl -3.4892 0.3207 2.0794 0.258
H -4.1791 -2.3799 1.2493 0.029
H -5.6761 -2.6687 2.1518 0.111
H -4.1973 -1.3375 3.5783 0.349
H -5.5395 -0.2948 3.0779 0.565
Cl -5.0775 7.4383 7.3179 -0.167
C -4.5161 5.9743 8.1645 0.075
C -5.6553 5.2306 8.8424 -0.143
Cl -6.3214 6.1358 10.2249 -0.196
H -3.7454 6.2720 8.8820 0.363
H -4.0497 5.3328 7.4109 -0.235
H -5.2943 4.2751 9.2347 0.371
H -6.4739 5.0249 8.1459 -0.029
Cl 9.3466 1.4882 0.9698 -0.212
C 7.7733 2.1907 1.4238 -0.414
C 6.8282 2.2970 0.2380 0.074
Cl 7.3671 3.5155 -0.9448 -0.206
H 7.9574 3.1675 1.8815 0.266
H 7.3419 1.5340 2.1853 0.360
H 5.8358 2.6056 0.5799 -0.029
H 6.7261 1.3403 -0.2836 0.197
Cl -3.5473 -5.2679 -3.8028 -0.198
C -2.5474 -5.7490 -5.1970 -0.209
C -2.6765 -4.7772 -6.3586 -0.365
Cl -4.2890 -4.8413 -7.1137 -0.198
H -2.8353 -6.7642 -5.4866 0.409
H -1.5108 -5.7758 -4.8481 -0.022
H -1.9522 -5.0313 -7.1383 0.289
H -2.4902 -3.7456 -6.0444 0.319
Cl 0.9193 -7.1956 -9.2228 -0.184
C 2.0356 -7.8066 -7.9756 -0.386
C 1.2990 -8.4360 -6.8044 -0.558
Cl 0.4099 -7.2291 -5.8415 -0.108
H 2.6710 -6.9761 -7.6529 0.288
H 2.6718 -8.5536 -8.4595 0.317
H 2.0144 -8.9144 -6.1288 0.290
H 0.5855 -9.1959 -7.1378 0.345
Cl -1.1165 -2.5452 5.1807 -0.201
C -0.1166 -3.0262 3.7865 -0.537
C -0.2456 -2.0545 2.6248 -0.100
Cl -1.8581 -2.1186 1.8698 -0.116
H -0.4045 -4.0415 3.4968 0.320
H 0.9201 -3.0531 4.1353 0.371
H 0.4787 -2.3085 1.8451 0.144
H -0.0594 -1.0229 2.9391 0.004
Cl 11.4223 6.6285 -1.3187 -0.197
C 11.9837 5.1646 -0.4721 -0.480
C 10.8446 4.4208 0.2058 -0.161
Cl 10.1784 5.3260 1.5883 -0.195
H 12.7545 5.4623 0.2454 0.331
H 12.4502 4.5230 -1.2257 0.313
H 11.2055 3.4654 0.5981 0.226
H 10.0259 4.2151 -0.4907 0.155
Cl 7.2221 -9.4694 -5.5331 -0.194
C 7.4162 -8.7854 -3.8993 -0.041
C 8.7676 -9.1246 -3.2916 -0.469
Cl 8.9166 -10.8579 -2.9073 -0.166
H 6.5920 -9.1502 -3.2787 0.338
H 7.3142 -7.7004 -3.9968 -0.102
H 8.9001 -8.5800 -2.3520 0.296
H 9.5902 -8.8539 -3.9606 0.348
Cl 2.6694 8.2515 -3.0420 -0.242
C 3.6693 7.7705 -4.4362 -0.438
C 3.5403 8.7422 -5.5979 -0.435
Cl 1.9278 8.6781 -6.3529 -0.168
H 3.3814 6.7553 -4.7258 0.260
H 4.7060 7.7437 -4.0873 0.399
H 4.2646 8.4882 -6.3775 0.290
H 3.7265 9.7738 -5.2836 0.303
Cl 8.6225 -15.7892 -1.2912 -0.184
C 8.7550 -14.1929 -0.5109 -0.239
C 7.9466 -14.1128 0.7739 -0.431
Cl 6.1918 -14.1488 0.4681 -0.184
H 8.4392 -13.4346 -1.2339 0.127
H 9.8155 -14.0346 -0.2933 0.301
H 8.1584 -13.1708 1.2885 0.288
H 8.1888 -14.9345 1.4549 0.320
Cl -8.3798 5.7132 6.2532 -0.082
C -8.5911 4.7222 4.7875 -0.527
C -8.1123 3.2933 4.9865 -0.568
Cl -6.3417 3.1947 5.1588 -0.121
H -8.0613 5.2142 3.9661 0.313
H -9.6600 4.7270 4.5541 0.320
H -8.3793 2.6869 4.1159 0.363
H -8.5649 2.8357 5.8716 0.307
Cl -8.9818 -4.1530 2.7751 -0.171
C -8.0191 -4.8481 4.1037 -0.539
C -7.6293 -3.8042 5.1374 -0.486
Cl -6.4498 -2.6318 4.4982 -0.101
H -7.1398 -5.3323 3.6681 0.322
H -8.6368 -5.6212 4.5706 0.359
H -7.1579 -4.2899 5.9971 0.294
H -8.5001 -3.2472 5.4967 0.329
Cl -8.2488 8.1581 8.5423 -0.083
C -7.9142 9.2920 9.8755 -0.516
C -8.7995 10.5261 9.8155 -0.467
Cl -8.4024 11.5725 8.4292 -0.192
H -6.8526 9.5551 9.8386 0.316
H -8.0976 8.7478 10.8068 0.301
H -8.6583 11.1293 10.7174 0.327
H -9.8587 10.2599 9.7467 0.312
```

For the orbital gap, the calculation gives 5.188 eV. The total energy comes out at -505981.151 eV. Its total charge is -1. The spin multiplicity is 1.